Record 1
C24H28N4O2S as an isolated structure in a non-equilibrium geometry, computed with ωB97M-V/def2-TZVPD.

Cartesian coordinates (Å):
C (-8.46, -2.32, 1.61)
H (-9.59, -2.55, 1.30)
O (-8.36, -1.15, 0.83)
C (-7.01, -0.46, 0.96)
C (-5.92, -0.80, 1.63)
C (-4.62, -0.27, 1.84)
C (-4.35, 0.91, 1.25)
C (-5.56, 1.36, 0.20)
C (-6.73, 0.68, 0.16)
H (-7.61, 1.12, -0.31)
H (-5.42, 2.05, -0.29)
N (-3.21, 1.45, 1.07)
C (-3.18, 3.11, 0.73)
H (-4.12, 3.34, 1.06)
C (-2.01, 3.61, 1.40)
N (-0.69, 2.81, 1.38)
C (0.28, 3.57, 0.77)
O (0.34, 4.64, 0.50)
C (1.31, 2.49, 0.28)
C (1.38, 1.48, -0.53)
C (2.49, 0.87, -1.05)
C (3.84, 0.94, -0.25)
C (3.80, 1.98, 0.63)
C (2.76, 2.72, 1.07)
H (2.66, 3.53, 1.39)
H (4.67, 2.30, 1.08)
N (4.76, 0.48, -0.72)
C (4.29, -0.67, -1.74)
N (5.29, -1.38, -2.23)
C (4.70, -2.42, -3.07)
H (3.65, -2.32, -3.56)
C (4.77, -3.71, -2.52)
C (6.15, -4.06, -1.88)
C (6.70, -2.72, -1.04)
H (7.73, -2.93, -0.72)
C (6.47, -1.74, -1.85)
H (6.73, -0.64, -1.39)
H (7.25, -1.68, -2.47)
H (6.05, -2.81, -0.15)
H (6.32, -5.11, -1.29)
H (6.82, -4.10, -2.57)
H (4.60, -4.74, -2.88)
H (4.18, -3.70, -1.53)
H (5.44, -2.38, -3.99)
S (2.70, -0.50, -2.22)
H (0.25, 1.45, -1.07)
C (-0.93, 1.55, 1.75)
H (-0.04, 1.06, 1.56)
C (-2.12, 0.74, 0.81)
H (-2.04, -0.34, 1.24)
H (-1.89, 0.77, -0.21)
H (-1.12, 1.38, 2.69)
H (-2.06, 4.58, 1.10)
H (-2.23, 3.63, 2.72)
H (-3.08, 3.03, -0.15)
H (-3.93, -0.88, 2.59)
H (-5.99, -1.85, 2.23)
H (-8.25, -2.21, 2.63)
H (-7.79, -3.18, 1.19)

The value obtained for the lowest unoccupied orbital energy is 0.2 eV. Its relative energy (zero: lowest compared OMol25 entry of this formula, charge and spin) is 2335.3 kJ/mol.

Record 2
A 2-piece molecular cluster, C5H11N2OP overall in a non-equilibrium geometry, computed with ωB97M-V/def2-TZVPD.

Cartesian coordinates (Å):
C (3.79, -0.28, 0.99)
C (3.82, 0.80, 0.00)
C (-3.46, 0.25, -0.58)
C (-3.03, 0.68, 0.73)
C (0.32, -1.10, -0.93)
N (2.67, -0.20, 0.34)
N (-2.65, -0.68, 0.29)
O (0.84, 1.64, -0.18)
P (0.86, 0.28, 0.47)
H (4.02, -0.90, 1.81)
H (-3.19, -1.51, 0.75)
H (3.84, 1.79, 0.42)
H (4.37, 0.63, -0.93)
H (-4.43, -0.08, -0.80)
H (-2.93, 0.36, -1.54)
H (-2.09, 1.27, 0.82)
H (-3.66, 0.67, 1.59)
H (1.01, -1.88, -0.62)
H (-0.71, -1.26, -0.90)
H (0.62, -0.50, -1.74)

The value obtained for the lowest unoccupied orbital energy (spin up / spin down) is -0.4 / -0.4 eV. Its relative energy (zero: lowest compared OMol25 entry of this formula, charge and spin) is 326.7 kJ/mol.

Record 3
One molecule with the formula C9H9NOS2 in a non-equilibrium geometry, computed with ωB97M-V/def2-TZVPD.

Cartesian coordinates (Å):
C (1.23, 2.88, 0.07)
C (0.64, 1.51, 0.01)
N (1.29, 0.43, 0.21)
C (0.71, -0.84, 0.11)
C (-0.14, -1.24, -0.91)
C (-0.64, -2.48, -1.10)
C (-0.19, -3.51, -0.28)
C (0.78, -3.17, 0.71)
C (1.14, -1.85, 1.03)
O (-0.80, 1.60, 0.05)
C (-1.59, 2.77, 0.00)
S (-1.26, 4.09, -0.84)
S (-3.15, 2.39, 0.72)
H (1.06, 3.24, -0.95)
H (0.80, 3.40, 0.92)
H (2.33, 2.80, 0.43)
H (-0.51, -0.51, -1.77)
H (-1.28, -2.53, -1.90)
H (-0.39, -4.46, -0.36)
H (1.12, -4.09, 1.30)
H (1.81, -1.45, 1.74)
H (-2.97, 1.01, 0.80)

As for the SMILES: C/C(=N/c1ccccc1)OC(=S)S. The value obtained for the lowest unoccupied orbital energy is -0.4 eV. Its relative energy (zero: lowest compared OMol25 entry of this formula, charge and spin) is 136.0 kJ/mol.